1.
The following is a quantum chemistry calculation of a structure of composition C21H18N4O2Os in a non-equilibrium geometry, from OMol25.

Geometry (Å):
Os: -0.49 0.01 -0.81
C: -0.51 -4.33 -1.07
C: -0.66 -2.99 -1.41
N: -0.64 -2.00 -0.52
C: -0.49 -2.31 0.80
C: -0.36 -3.66 1.23
C: -0.35 -4.67 0.25
C: -0.21 -3.93 2.60
C: -0.24 -2.90 3.51
C: -0.37 -1.58 3.10
C: -0.48 -1.22 1.75
N: -0.56 0.02 1.18
C: -0.48 1.26 1.75
C: -0.36 1.60 3.10
C: -0.24 2.93 3.52
C: -0.24 3.96 2.62
C: -0.38 3.69 1.24
C: -0.38 4.71 0.27
C: -0.55 4.38 -1.05
C: -0.69 3.04 -1.40
N: -0.66 2.04 -0.52
C: -0.51 2.34 0.80
H: -0.50 -5.09 -1.84
H: -0.80 -2.73 -2.45
H: -0.22 -5.70 0.56
H: -0.09 -4.96 2.92
H: -0.14 -3.11 4.57
H: -0.39 -0.84 3.88
H: -0.34 0.86 3.87
H: -0.14 3.13 4.57
H: -0.13 4.98 2.94
H: -0.25 5.74 0.58
H: -0.55 5.14 -1.82
H: -0.84 2.79 -2.44
N: -0.48 -0.01 -3.06
C: 0.81 -0.28 -3.73
C: 1.98 0.45 -3.10
C: 2.45 -0.36 -1.80
O: 3.31 -1.18 -1.97
O: 1.82 -0.02 -0.77
H: -1.17 -0.68 -3.42
H: -0.81 0.90 -3.39
H: 0.75 0.02 -4.78
H: 1.02 -1.36 -3.71
H: 1.73 1.47 -2.79
H: 2.84 0.46 -3.77

Properties
**LUMO energy (alpha / beta)**: -9.5 / -9.6 eV
**Kohn-Sham gap (alpha / beta)**: 4.8 / 4.8 eV
**Spin multiplicity**: 1
**Highest occupied orbital energy (alpha / beta)**: -14.39 / -14.38 eV
**E**: -34575.8054 eV
**Relative energy (zero: lowest compared OMol25 entry of this formula, charge and spin)**: 179.8 kJ/mol
**Total charge**: +2

2.
The following is a quantum chemistry calculation of the molecule C21H18N6OS2 in a non-equilibrium geometry, from OMol25.

Geometry (Å):
N: -2.00 0.45 -1.67
N: 2.05 -2.49 3.16
C: -1.46 -0.49 -1.32
C: 1.45 -2.53 2.17
N: 0.99 -1.61 -3.61
N: -0.06 -3.90 -0.90
O: 0.16 3.47 3.34
S: 3.43 -2.47 -3.45
S: -1.68 -3.11 -2.87
C: 2.19 -1.24 -3.40
C: 2.14 -3.62 -3.81
C: 0.93 -2.97 -3.83
C: -0.71 -2.85 -1.38
C: 0.64 -3.70 0.20
C: 0.87 2.20 1.42
C: -0.56 1.21 3.12
C: 0.78 1.02 0.67
C: -0.65 0.01 2.38
C: -0.71 -1.57 -0.73
C: 0.69 -2.55 0.95
C: 0.13 2.31 2.62
C: 0.07 -0.10 1.16
C: 0.05 -1.41 0.45
N: 2.16 0.10 -3.21
N: 1.22 -4.88 0.53
C: -0.35 -3.77 -3.95
C: -0.24 4.63 2.64
C: -2.50 5.53 1.58
C: -2.63 4.02 1.62
C: -1.77 4.73 2.66
H: 2.24 -4.71 -3.94
H: 1.49 3.04 1.11
H: -1.09 1.31 4.08
H: 1.34 0.94 -0.26
H: -1.19 -0.83 2.77
H: 1.24 0.48 -3.40
H: 2.97 0.60 -3.60
H: 0.80 -5.68 0.06
H: 1.50 -5.00 1.49
H: -0.22 -4.82 -3.62
H: -0.69 -3.77 -4.98
H: 0.06 4.66 1.59
H: 0.17 5.50 3.15
H: -1.95 5.96 0.75
H: -3.39 6.08 1.85
H: -3.61 3.64 1.93
H: -2.11 3.46 0.83
H: -2.18 4.73 3.69

Properties
**LUMO energy**: -0.2 eV
**Structure (SMILES)**: N#Cc1c(N)nc(SCc2csc(N)n2)c(C#N)c1-c1ccc(OCC2CC2)cc1
**Kohn-Sham gap**: 8.2 eV
**Spin multiplicity**: 1
**Highest occupied orbital energy**: -8.43 eV
**E**: -54725.8959 eV
**Relative energy (zero: lowest compared OMol25 entry of this formula, charge and spin)**: 201.8 kJ/mol

3.
The following is a quantum chemistry calculation of a structure of composition C21H19AlN2O10S in a non-equilibrium geometry, from OMol25.

Geometry (Å):
Al: -2.49 -0.64 -0.02
C: 2.54 2.10 0.21
C: 1.15 2.65 0.15
N: 0.04 1.96 -0.01
C: -1.01 2.85 -0.02
C: -0.54 4.11 0.13
N: 0.84 3.96 0.23
C: -1.22 5.41 0.35
O: -0.51 6.52 0.01
O: -2.31 5.53 0.81
C: -2.42 2.38 -0.30
O: -3.23 3.14 -0.76
O: -2.60 1.11 -0.08
H: 2.51 1.08 0.58
H: 3.17 2.70 0.88
H: 3.00 2.09 -0.78
H: 1.50 4.69 0.44
H: 0.20 6.32 -0.61
O: -0.63 -0.40 0.16
C: 0.30 -1.49 -0.06
C: -0.66 -2.71 -0.30
O: -0.23 -3.82 -0.46
O: -1.92 -2.35 -0.29
C: 1.15 -1.68 1.18
C: 2.06 -2.73 1.27
C: 2.83 -2.90 2.41
C: 2.71 -2.01 3.48
C: 1.81 -0.96 3.40
C: 1.03 -0.80 2.25
C: 1.10 -1.20 -1.34
C: 2.46 -0.94 -1.31
C: 3.16 -0.66 -2.49
C: 2.49 -0.64 -3.71
C: 1.12 -0.87 -3.74
C: 0.43 -1.15 -2.57
H: -0.23 0.56 0.09
H: 2.14 -3.43 0.45
H: 3.52 -3.73 2.47
H: 3.31 -2.15 4.37
H: 1.70 -0.27 4.22
H: 0.32 0.02 2.21
H: 3.00 -0.97 -0.37
H: 4.22 -0.47 -2.45
H: 3.04 -0.44 -4.62
H: 0.59 -0.85 -4.69
H: -0.64 -1.33 -2.62
C: -5.00 -3.11 0.22
S: -4.81 -1.37 0.25
O: -4.08 -0.99 -1.01
O: -6.07 -0.74 0.47
O: -3.74 -1.07 1.28
H: -5.90 -3.33 -0.35
H: -5.09 -3.46 1.25
H: -4.11 -3.53 -0.25

Properties
**LUMO energy**: -0.2 eV
**Kohn-Sham gap**: 9.3 eV
**Spin multiplicity**: 1
**Highest occupied orbital energy**: -9.47 eV
**E**: -62980.0631 eV
**Relative energy (zero: lowest compared OMol25 entry of this formula, charge and spin)**: 114.9 kJ/mol

4.
The following is a quantum chemistry calculation of a structure of composition C21H19Br2IN2O3SSn, from OMol25.

Geometry (Å):
Sn: 0.19 2.08 -0.03
I: -2.69 2.73 -1.29
C: -2.95 0.65 -1.36
C: -4.23 0.23 -1.57
C: -4.50 -1.15 -1.73
C: -3.47 -2.03 -1.71
C: -2.14 -1.60 -1.50
C: -1.09 -2.56 -1.51
C: 0.20 -2.17 -1.29
C: 0.48 -0.81 -1.01
C: -0.49 0.17 -0.97
C: -1.83 -0.23 -1.27
H: -5.04 0.94 -1.64
H: -5.52 -1.48 -1.89
H: -3.64 -3.09 -1.87
H: -1.34 -3.60 -1.69
H: 1.00 -2.89 -1.30
H: 1.50 -0.55 -0.77
N: -1.62 0.85 1.96
C: -1.21 -0.47 2.12
C: -2.08 -1.53 2.16
C: -1.61 -2.85 2.29
C: -0.28 -3.12 2.37
C: 0.65 -2.06 2.29
C: 2.05 -2.25 2.30
C: 2.89 -1.18 2.15
C: 2.33 0.10 1.97
N: 1.03 0.32 1.97
C: 0.19 -0.74 2.14
H: -1.09 1.51 2.52
H: -2.61 0.99 2.05
H: -3.15 -1.34 2.11
H: -2.33 -3.66 2.32
H: 0.08 -4.14 2.47
H: 2.45 -3.25 2.41
H: 3.96 -1.30 2.14
H: 2.96 0.96 1.79
Br: 1.19 6.01 0.23
C: 2.77 5.01 0.67
Br: 2.66 4.12 2.38
H: 3.60 5.70 0.72
H: 2.93 4.26 -0.09
C: 2.62 1.05 -3.29
S: 2.37 2.28 -2.05
O: 3.41 3.26 -2.18
O: 0.99 2.78 -2.21
O: 2.40 1.56 -0.74
H: 2.58 1.56 -4.26
H: 1.82 0.32 -3.21
H: 3.59 0.60 -3.13

Properties
**LUMO energy**: -0.1 eV
**Kohn-Sham gap**: 7.7 eV
**Spin multiplicity**: 1
**Highest occupied orbital energy**: -7.88 eV
**E**: -196061.9283 eV
**Relative energy (zero: lowest compared OMol25 entry of this formula, charge and spin)**: 0.0 kJ/mol

Please write out number 4 again, unchanged.
The following is a quantum chemistry calculation of a structure of composition C21H19Br2IN2O3SSn, from OMol25.

Geometry (Å):
Sn: 0.19 2.08 -0.03
I: -2.69 2.73 -1.29
C: -2.95 0.65 -1.36
C: -4.23 0.23 -1.57
C: -4.50 -1.15 -1.73
C: -3.47 -2.03 -1.71
C: -2.14 -1.60 -1.50
C: -1.09 -2.56 -1.51
C: 0.20 -2.17 -1.29
C: 0.48 -0.81 -1.01
C: -0.49 0.17 -0.97
C: -1.83 -0.23 -1.27
H: -5.04 0.94 -1.64
H: -5.52 -1.48 -1.89
H: -3.64 -3.09 -1.87
H: -1.34 -3.60 -1.69
H: 1.00 -2.89 -1.30
H: 1.50 -0.55 -0.77
N: -1.62 0.85 1.96
C: -1.21 -0.47 2.12
C: -2.08 -1.53 2.16
C: -1.61 -2.85 2.29
C: -0.28 -3.12 2.37
C: 0.65 -2.06 2.29
C: 2.05 -2.25 2.30
C: 2.89 -1.18 2.15
C: 2.33 0.10 1.97
N: 1.03 0.32 1.97
C: 0.19 -0.74 2.14
H: -1.09 1.51 2.52
H: -2.61 0.99 2.05
H: -3.15 -1.34 2.11
H: -2.33 -3.66 2.32
H: 0.08 -4.14 2.47
H: 2.45 -3.25 2.41
H: 3.96 -1.30 2.14
H: 2.96 0.96 1.79
Br: 1.19 6.01 0.23
C: 2.77 5.01 0.67
Br: 2.66 4.12 2.38
H: 3.60 5.70 0.72
H: 2.93 4.26 -0.09
C: 2.62 1.05 -3.29
S: 2.37 2.28 -2.05
O: 3.41 3.26 -2.18
O: 0.99 2.78 -2.21
O: 2.40 1.56 -0.74
H: 2.58 1.56 -4.26
H: 1.82 0.32 -3.21
H: 3.59 0.60 -3.13

Properties
**LUMO energy**: -0.1 eV
**Kohn-Sham gap**: 7.7 eV
**Spin multiplicity**: 1
**Highest occupied orbital energy**: -7.88 eV
**E**: -196061.9283 eV
**Relative energy (zero: lowest compared OMol25 entry of this formula, charge and spin)**: 0.0 kJ/mol

Please write out number 1 again, unchanged.
The following is a quantum chemistry calculation of a structure of composition C21H18N4O2Os in a non-equilibrium geometry, from OMol25.

Geometry (Å):
Os: -0.49 0.01 -0.81
C: -0.51 -4.33 -1.07
C: -0.66 -2.99 -1.41
N: -0.64 -2.00 -0.52
C: -0.49 -2.31 0.80
C: -0.36 -3.66 1.23
C: -0.35 -4.67 0.25
C: -0.21 -3.93 2.60
C: -0.24 -2.90 3.51
C: -0.37 -1.58 3.10
C: -0.48 -1.22 1.75
N: -0.56 0.02 1.18
C: -0.48 1.26 1.75
C: -0.36 1.60 3.10
C: -0.24 2.93 3.52
C: -0.24 3.96 2.62
C: -0.38 3.69 1.24
C: -0.38 4.71 0.27
C: -0.55 4.38 -1.05
C: -0.69 3.04 -1.40
N: -0.66 2.04 -0.52
C: -0.51 2.34 0.80
H: -0.50 -5.09 -1.84
H: -0.80 -2.73 -2.45
H: -0.22 -5.70 0.56
H: -0.09 -4.96 2.92
H: -0.14 -3.11 4.57
H: -0.39 -0.84 3.88
H: -0.34 0.86 3.87
H: -0.14 3.13 4.57
H: -0.13 4.98 2.94
H: -0.25 5.74 0.58
H: -0.55 5.14 -1.82
H: -0.84 2.79 -2.44
N: -0.48 -0.01 -3.06
C: 0.81 -0.28 -3.73
C: 1.98 0.45 -3.10
C: 2.45 -0.36 -1.80
O: 3.31 -1.18 -1.97
O: 1.82 -0.02 -0.77
H: -1.17 -0.68 -3.42
H: -0.81 0.90 -3.39
H: 0.75 0.02 -4.78
H: 1.02 -1.36 -3.71
H: 1.73 1.47 -2.79
H: 2.84 0.46 -3.77

Properties
**LUMO energy (alpha / beta)**: -9.5 / -9.6 eV
**Kohn-Sham gap (alpha / beta)**: 4.8 / 4.8 eV
**Spin multiplicity**: 1
**Highest occupied orbital energy (alpha / beta)**: -14.39 / -14.38 eV
**E**: -34575.8054 eV
**Relative energy (zero: lowest compared OMol25 entry of this formula, charge and spin)**: 179.8 kJ/mol
**Total charge**: +2

Among the records above, which one has the highest E? C21H18N4O2Os

Which of these has the highest relative energy (zero: lowest compared OMol25 entry of this formula, charge and spin)? C21H18N6OS2